Entry 1:
C19H23F3HfN2O13 as an isolated structure in a non-equilibrium geometry. Source: the Open Molecules 2025 dataset; level of theory: ωB97M-V/def2-TZVPD.

Structure (XYZ):
```
61
Properties=species:S:1:pos:R:3:nbo_charge:R:1
Hf 0.053 -0.016 0.912 2.57
C -1.300 -2.928 1.336 -0.09
C 0.178 -3.163 1.533 -0.09
O 0.907 -2.005 1.011 -0.62
C 2.335 -2.125 1.362 -0.10
C 3.083 -0.850 1.031 -0.10
O 2.224 0.169 1.722 -0.60
C 2.684 1.473 1.831 -0.09
C 1.517 2.465 2.017 -0.07
O 0.437 2.016 1.157 -0.64
C -0.600 2.932 0.667 -0.10
C -2.003 2.363 1.075 -0.09
O -1.967 0.914 0.921 -0.60
C -3.200 0.197 1.171 -0.08
C -2.879 -1.221 1.623 -0.08
O -1.525 -1.531 1.425 -0.58
H -1.978 -3.420 2.051 0.25
H -1.524 -3.274 0.311 0.21
H 0.409 -4.028 0.922 0.23
H 0.463 -3.241 2.598 0.24
H 2.757 -3.040 0.834 0.25
H 2.375 -2.382 2.427 0.24
H 3.084 -0.585 -0.037 0.25
H 4.116 -0.968 1.510 0.26
H 3.273 1.752 0.941 0.21
H 3.324 1.591 2.721 0.23
H 1.873 3.477 1.767 0.24
H 1.175 2.478 3.039 0.23
H -0.547 3.004 -0.432 0.23
H -0.475 3.981 1.098 0.26
H -2.744 2.845 0.393 0.24
H -2.326 2.617 2.095 0.23
H -3.811 0.086 0.259 0.23
H -3.759 0.753 1.943 0.23
H -3.498 -2.021 1.058 0.22
H -3.112 -1.307 2.662 0.22
F -2.071 0.939 4.545 -0.33
C -0.830 0.592 5.085 0.89
F -0.124 1.694 5.187 -0.29
F -0.971 0.009 6.337 -0.29
C -0.163 -0.351 4.189 0.70
O 0.240 -1.429 4.544 -0.51
O -0.176 0.188 2.947 -0.90
O -0.731 -0.499 -0.962 -0.78
C 0.319 -0.161 -1.659 0.79
O 1.343 0.242 -1.027 -0.73
C 0.282 -0.114 -3.128 -0.17
C 1.322 0.524 -3.808 -0.10
C 1.301 0.595 -5.242 0.02
C 0.271 0.157 -6.011 -0.14
C -0.794 -0.409 -5.377 0.10
C -0.819 -0.531 -3.943 -0.12
N -1.785 -1.060 -6.155 0.46
O -1.592 -1.181 -7.398 -0.31
O -2.745 -1.627 -5.524 -0.36
N 2.415 1.458 -5.776 0.50
O 3.260 1.787 -4.890 -0.37
O 2.343 1.821 -6.974 -0.30
H 2.120 1.072 -3.250 0.28
H 0.385 0.115 -7.123 0.31
H -1.818 -0.836 -3.540 0.27
```

Properties
Total charge = +2
Energy above the lowest of the compared OMol25 structures with the same formula, charge and spin = 13.3 kJ/mol
HOMO = -15.4 eV
LUMO = -0.2379 Eh
2S+1 = 1

Entry 2:
C19H23F6N4NiSb as an isolated structure in a non-equilibrium geometry. Source: the Open Molecules 2025 dataset; level of theory: ωB97M-V/def2-TZVPD.

Structure (XYZ):
```
54
Properties=species:S:1:pos:R:3:nbo_charge:R:1
Ni 0.609 -0.041 -0.431 1.41
C 2.145 -2.493 -1.052 -0.23
C 1.726 -2.779 0.393 -0.23
N 0.578 -1.931 0.760 -0.66
C 0.509 -1.540 2.174 -0.27
C 1.230 -0.232 2.424 0.25
C 1.340 0.317 3.688 -0.25
C 1.902 1.581 3.810 -0.11
C 2.385 2.231 2.686 -0.24
C 2.271 1.602 1.457 0.26
C 2.808 2.201 0.172 -0.26
N 2.206 1.583 -1.015 -0.70
C 3.132 1.030 -2.018 -0.22
C 2.706 -0.399 -2.381 -0.23
N 2.382 -1.056 -1.112 -0.66
N 1.687 0.409 1.347 -0.58
H 3.037 -3.076 -1.303 0.21
H 1.348 -2.763 -1.746 0.21
H 1.489 -3.837 0.522 0.21
H 2.558 -2.531 1.055 0.20
H -0.278 -2.396 0.491 0.40
H -0.539 -1.381 2.432 0.25
H 0.900 -2.321 2.833 0.21
H 0.960 -0.216 4.548 0.23
H 1.950 2.058 4.779 0.24
H 2.815 3.221 2.756 0.24
H 2.651 3.279 0.198 0.24
H 3.888 2.030 0.164 0.21
H 1.551 2.230 -1.439 0.42
H 3.177 1.642 -2.919 0.22
H 4.135 0.995 -1.588 0.20
H 1.804 -0.376 -2.995 0.21
H 3.499 -0.913 -2.933 0.20
H 3.121 -0.849 -0.446 0.38
C -0.683 -0.880 -1.657 -0.20
C -1.919 -1.032 -1.723 -0.10
C -3.302 -1.044 -1.630 -0.03
C -4.087 -0.267 -2.518 -0.09
C -5.437 -0.150 -2.307 -0.22
C -6.031 -0.797 -1.222 -0.06
C -5.279 -1.611 -0.367 -0.22
C -3.928 -1.738 -0.562 -0.11
H -3.599 0.239 -3.340 0.24
H -6.039 0.460 -2.966 0.24
H -7.088 -0.665 -1.034 0.24
H -5.761 -2.120 0.455 0.24
H -3.321 -2.337 0.101 0.22
F -1.021 0.638 0.958 -0.72
Sb -1.678 2.463 0.519 3.17
F 0.008 3.277 0.864 -0.69
F -2.024 2.629 2.353 -0.66
F -0.837 2.020 -1.183 -0.70
F -3.332 1.611 0.215 -0.67
F -2.324 4.027 -0.270 -0.65
```

Properties
Total charge = +1
Energy above the lowest of the compared OMol25 structures with the same formula, charge and spin = 162.5 kJ/mol
HOMO (spin up / spin down) = -12.3 / -12.4 eV
LUMO (spin up / spin down) = -0.1134 / -0.2298 Eh
2S+1 = 4

Entry 3:
A 2-piece molecular cluster, C19H23N2O7 overall in a non-equilibrium geometry. Source: the Open Molecules 2025 dataset; level of theory: ωB97M-V/def2-TZVPD.

Structure (XYZ):
```
51
Properties=species:S:1:pos:R:3:nbo_charge:R:1
C 3.570 -2.752 1.149 -0.62
C 3.104 -1.321 1.220 -0.08
O 1.673 -1.359 0.974 -0.52
C 1.053 -0.181 1.208 0.83
C -0.426 -0.276 1.080 -0.43
C -1.345 -0.135 -0.015 0.53
O -1.201 -0.500 -1.185 -0.71
C -2.689 0.427 0.484 -0.51
C -3.821 -0.592 0.647 -0.39
C -3.588 -1.904 1.399 -0.40
C -2.410 -2.810 0.970 -0.42
C -1.146 -2.604 1.807 -0.40
C -0.935 -1.121 2.211 -0.39
O 1.685 0.785 1.647 -0.67
H 4.661 -2.766 1.183 0.20
H 3.214 -3.335 2.009 0.21
H 3.246 -3.238 0.223 0.22
H 3.305 -0.877 2.210 0.19
H 3.576 -0.701 0.436 0.18
H -2.492 0.985 1.421 0.22
H -3.026 1.179 -0.251 0.22
H -4.623 -0.047 1.169 0.20
H -4.190 -0.810 -0.365 0.20
H -3.546 -1.720 2.480 0.19
H -4.499 -2.493 1.235 0.20
H -2.735 -3.858 1.094 0.19
H -2.196 -2.682 -0.104 0.23
H -1.213 -3.197 2.734 0.18
H -0.272 -2.983 1.257 0.22
H -0.228 -1.076 3.055 0.20
H -1.897 -0.721 2.550 0.21
O 3.141 1.603 -5.665 -0.40
N 3.508 1.416 -4.484 0.51
O 4.700 1.185 -4.167 -0.41
C 2.547 1.463 -3.440 0.00
C 3.007 1.353 -2.106 -0.17
C 2.137 1.628 -1.074 -0.20
C 0.753 1.854 -1.293 -0.04
C -0.138 2.150 -0.172 -0.12
C -1.213 2.994 -0.346 -0.16
N -1.790 3.658 0.746 0.47
O -2.750 4.465 0.587 -0.45
O -1.287 3.398 1.877 -0.43
C 0.306 1.890 -2.642 -0.11
C 1.183 1.720 -3.705 -0.20
H 4.044 1.090 -1.904 0.24
H 2.519 1.705 -0.058 0.26
H 0.264 2.033 0.828 0.30
H -1.632 3.236 -1.324 0.21
H -0.750 2.063 -2.854 0.21
H 0.841 1.776 -4.739 0.24
```

Properties
Total charge = -1
Energy above the lowest of the compared OMol25 structures with the same formula, charge and spin = 37.3 kJ/mol
HOMO = -3.4 eV
LUMO = 0.0407 Eh
2S+1 = 1

Entry 4:
A single C19H23N3O2 molecule. Source: the Open Molecules 2025 dataset; level of theory: ωB97M-V/def2-TZVPD.

Structure (XYZ):
```
47
Properties=species:S:1:pos:R:3:nbo_charge:R:1
C 6.904 -1.449 -1.474 -0.60
C 5.445 -1.847 -1.653 -0.39
C 4.533 -1.111 -0.675 -0.39
C 3.070 -1.506 -0.850 -0.40
C 2.169 -0.762 0.136 -0.21
N 0.773 -1.107 -0.037 -0.43
C -0.082 -0.244 -0.615 0.68
O 0.231 0.857 -1.016 -0.62
C -1.504 -0.823 -0.758 -0.11
N -1.886 -1.494 0.477 -0.42
C -1.019 -2.316 1.091 0.68
O -1.261 -2.923 2.115 -0.62
C 0.320 -2.416 0.367 -0.31
H 1.047 -2.862 1.047 0.24
H 0.201 -3.081 -0.501 0.21
C -3.170 -1.222 1.113 -0.25
C -3.382 0.246 1.089 0.16
C -3.032 0.982 -0.005 -0.12
C -3.304 2.346 0.303 -0.01
C -3.166 3.549 -0.386 -0.21
C -3.550 4.713 0.240 -0.23
C -4.069 4.705 1.538 -0.22
C -4.214 3.531 2.246 -0.23
C -3.827 2.352 1.623 0.12
N -3.857 1.060 2.081 -0.51
H -4.164 0.765 2.991 0.41
H -4.612 3.525 3.250 0.21
H -4.360 5.640 1.995 0.21
H -3.451 5.657 -0.276 0.21
H -2.763 3.561 -1.387 0.21
C -2.474 0.288 -1.198 -0.43
H -3.286 -0.149 -1.787 0.21
H -1.920 0.984 -1.828 0.26
H -3.964 -1.741 0.557 0.21
H -3.121 -1.636 2.123 0.26
H -1.444 -1.578 -1.561 0.21
H 2.247 0.314 -0.030 0.24
H 2.466 -0.987 1.166 0.19
H 2.746 -1.272 -1.867 0.21
H 2.965 -2.584 -0.703 0.19
H 4.635 -0.034 -0.826 0.20
H 4.848 -1.333 0.348 0.19
H 5.131 -1.624 -2.675 0.20
H 5.341 -2.925 -1.503 0.19
H 7.536 -1.983 -2.180 0.21
H 7.031 -0.382 -1.638 0.20
H 7.243 -1.683 -0.467 0.20
```

Properties
SMILES = CCCCCN1CC(=O)N2Cc3[nH]c4ccccc4c3C[C@H]2C1=O
Total charge = 0
Energy above the lowest of the compared OMol25 structures with the same formula, charge and spin = 39.7 kJ/mol
HOMO = -7.8 eV
LUMO = 0.0248 Eh
2S+1 = 1

Entry 5:
A single C19H23N3O2S2 molecule. Source: the Open Molecules 2025 dataset; level of theory: ωB97M-V/def2-TZVPD.

Structure (XYZ):
```
49
Properties=species:S:1:pos:R:3:nbo_charge:R:1
C 0.467 4.397 -1.044 -0.62
H 0.145 5.380 -0.712 0.22
C 0.268 3.391 0.083 -0.23
N 0.701 2.062 -0.313 -0.42
C -0.119 1.222 -0.983 0.35
N 0.231 0.042 -1.411 -0.58
C 1.491 -0.364 -1.155 0.24
C 2.380 0.398 -0.457 -0.34
C 2.030 1.708 0.019 0.64
O 2.738 2.477 0.631 -0.61
S 3.942 -0.340 -0.231 0.28
C 3.334 -1.957 -0.920 -0.30
C 3.177 -2.954 0.217 -0.62
H 4.120 -3.074 0.745 0.22
H 2.430 -2.606 0.926 0.21
H 2.870 -3.924 -0.171 0.21
H 4.108 -2.298 -1.608 0.22
C 2.014 -1.677 -1.648 -0.46
H 1.294 -2.478 -1.469 0.22
H 2.167 -1.607 -2.729 0.24
S -1.749 1.776 -1.306 0.30
C -2.445 0.408 -2.288 -0.61
H -1.671 0.063 -2.970 0.25
C -2.968 -0.704 -1.385 0.67
O -4.130 -0.767 -1.044 -0.63
N -2.021 -1.595 -1.045 -0.64
H -1.059 -1.355 -1.274 0.43
C -2.243 -2.611 -0.043 -0.23
H -3.281 -2.514 0.284 0.23
C -1.269 -2.460 1.131 -0.42
C -1.162 -1.051 1.654 -0.03
C 0.079 -0.545 2.024 -0.18
C 0.207 0.737 2.528 -0.22
C -0.913 1.540 2.658 -0.24
C -2.153 1.051 2.287 -0.19
C -2.279 -0.237 1.796 -0.23
H -3.257 -0.601 1.521 0.23
H -3.031 1.672 2.383 0.22
H -0.818 2.541 3.052 0.21
H 1.180 1.107 2.814 0.22
H 0.959 -1.165 1.928 0.20
H -0.276 -2.796 0.818 0.20
H -1.599 -3.122 1.937 0.23
H -2.118 -3.603 -0.493 0.20
H -3.277 0.857 -2.830 0.26
H -0.781 3.340 0.383 0.22
H 0.884 3.671 0.941 0.25
H -0.114 4.116 -1.919 0.21
H 1.519 4.448 -1.314 0.22
```

Properties
SMILES = CCn1c(SCC(=O)NCCc2ccccc2)nc2c(c1=O)S[C@@H](C)C2
Total charge = 0
Energy above the lowest of the compared OMol25 structures with the same formula, charge and spin = 0.0 kJ/mol
HOMO = -7.9 eV
LUMO = 0.0196 Eh
2S+1 = 1